This record from the Open Molecules 2025 dataset describes 7 unconnected molecules or ions with the total composition C12H26Cl12NO. The level of theory is the ωB97M-V functional and the def2-TZVPD basis.

Each line ends with the Mulliken charge.
Cartesian coordinates (Å):
1 C -2.937313 0.892112 0.777204  -0.665
2 O -1.964133 1.226125 1.752807  -0.360
3 C -0.663004 0.814014 1.444893  -0.555
4 C -0.500187 -0.710302 1.440978  0.221
5 C 0.469526 -1.295424 2.451852  -0.819
6 C 0.741174 -2.681064 1.893237  -0.231
7 C 1.034958 -2.372818 0.436594  -0.318
8 N 0.055390 -1.249224 0.110773  0.402
9 H -3.726756 1.637496 0.842225  0.279
10 H -2.512377 0.925854 -0.233604  0.220
11 H -3.365363 -0.098977 0.956174  0.259
12 H -0.335166 1.244041 0.487654  0.477
13 H -0.022367 1.223872 2.225685  0.260
14 H -1.472807 -1.190245 1.557843  0.235
15 H 0.071964 -1.275066 3.463115  0.316
16 H 1.392687 -0.703472 2.428879  0.351
17 H -0.142667 -3.316728 1.977392  0.239
18 H 1.584872 -3.182410 2.359914  0.046
19 H 0.901974 -3.184472 -0.275410  0.415
20 H 2.031176 -1.948520 0.310549  -0.030
21 H 0.529030 -0.502850 -0.405949  -0.463
22 H -0.699642 -1.572034 -0.488526  0.441
23 C -1.008523 2.012845 4.868703  0.108
24 Cl -1.623566 2.584776 6.414087  -0.156
25 Cl 0.672866 1.438647 4.986470  -0.163
26 H -1.622355 1.184943 4.535676  -0.027
27 H -1.035057 2.830309 4.158347  0.262
28 C 1.484949 1.153110 -2.756111  -0.114
29 Cl -0.244276 0.767687 -2.652034  -0.136
30 Cl 2.309679 0.918114 -1.196113  -0.139
31 H 1.938334 0.493505 -3.485172  0.425
32 H 1.584439 2.193185 -3.040869  0.109
33 C -2.484160 -3.456404 4.635568  -0.394
34 Cl -0.770448 -3.766052 4.943730  -0.127
35 Cl -2.785001 -1.790012 4.099948  -0.089
36 H -2.813317 -4.116644 3.842693  0.282
37 H -3.035517 -3.629987 5.551087  0.365
38 C 5.424408 -2.863285 2.100274  -0.316
39 Cl 4.097195 -3.419923 3.130882  -0.115
40 Cl 4.831979 -2.038463 0.646235  -0.134
41 H 6.020652 -2.159811 2.667331  0.294
42 H 5.999161 -3.726798 1.790596  0.315
43 C 1.090637 3.925940 -6.078511  -0.286
44 Cl 2.435874 4.160156 -4.952757  -0.171
45 Cl 0.273356 2.375455 -5.810403  -0.132
46 H 0.368569 4.717254 -5.922472  0.303
47 H 1.478948 3.930123 -7.089135  0.319
48 C -2.697530 2.726925 -8.056982  -0.121
49 Cl -1.529464 3.958101 -8.563013  -0.151
50 Cl -2.779014 1.372101 -9.183181  -0.144
51 H -2.380621 2.350057 -7.092173  0.118
52 H -3.673166 3.194240 -8.006982  0.297

Forces on atoms 1 to 3 (eV/Å):
0.049 0.094 -0.075
-0.081 0.007 0.068
0.105 -0.016 0.008

Energy in eV: -166666.5909
Orbital gap in hartree: 0.3744
M in g mol⁻¹: 625.78
Total charge: +1
HOMO energy in eV: -12.682